[1]
Density functional theory data (ωB97M-V with the def2-TZVPD basis set) for a 9-piece molecular cluster, C38H79F6N10O14S6 overall at a distorted geometry.

2S+1: 2
Charge: +2
HOMO-LUMO gap (spin up / spin down) in eV: 8.237 / 5.414

```
153
C38H79F6N10O14S6, DFT ωB97M-V with the def2-TZVPD basis set
C 1.3140 -3.6572 3.5825
C 0.7826 -3.3037 2.2073
N -0.5382 -4.0183 2.0470
C -0.8218 -5.3385 2.3509
C -2.1576 -5.5312 1.9753
N -2.6986 -4.3656 1.4698
C -1.6898 -3.4491 1.5908
C -4.0619 -4.3072 0.9137
H 2.1857 -3.0587 3.8470
H 1.5408 -4.7232 3.5678
H 0.6940 -3.5924 4.4766
H 1.4498 -3.4847 1.3646
H 0.4049 -2.2963 2.0322
H -0.0608 -6.0192 2.7027
H -2.7740 -6.4137 2.0628
H -1.7862 -2.4925 1.0987
H -4.1952 -5.1338 0.2158
H -4.1710 -3.3843 0.3442
H -4.7877 -4.3968 1.7220
C -0.8687 -3.6287 -2.5158
C -2.3670 -3.2278 -2.4767
N -3.0628 -2.9650 -3.7542
C -4.0711 -2.1224 -3.9878
C -4.2346 -1.9897 -5.3961
N -3.2391 -2.7537 -6.0157
C -2.5066 -3.3861 -5.0003
C -3.2098 -3.1028 -7.4145
H -0.5984 -4.5519 -3.0284
H -0.4991 -3.6309 -1.4904
H -0.3426 -2.7643 -2.9210
H -2.5646 -2.3578 -1.8504
H -2.9239 -4.0873 -2.1037
H -4.5661 -1.5983 -3.1837
H -4.8226 -1.2772 -5.9555
H -1.5344 -3.8399 -5.1240
H -3.0432 -2.2330 -8.0499
H -4.2323 -3.3866 -7.6638
H -2.5441 -3.9414 -7.6187
C 4.4692 -2.8509 -0.0997
C 5.1905 -2.2071 -1.2929
C 6.0595 -1.0206 -0.8128
N 6.3804 0.0489 -1.9419
C 5.1096 0.7988 -2.1577
C 6.8851 -0.5230 -3.3083
C 8.0921 0.3940 -3.6623
C 8.0500 1.5475 -2.7536
C 7.4693 1.0308 -1.5223
H 3.5598 -3.4047 -0.3327
H 4.2317 -2.1336 0.6859
H 5.1129 -3.6111 0.3428
H 4.4339 -1.7214 -1.9092
H 5.7863 -2.9305 -1.8496
H 6.9571 -1.2720 -0.2478
H 5.4537 -0.5512 -0.0376
H 4.6800 1.1375 -1.2150
H 4.3430 0.2180 -2.6707
H 5.3239 1.5081 -2.9571
H 6.1203 -0.6255 -4.0782
H 7.1484 -1.5263 -2.9732
H 8.0262 0.5154 -4.7435
H 9.0487 -0.1256 -3.6073
H 7.5034 2.4229 -3.1043
H 8.9938 2.0562 -2.5572
H 6.9983 1.8140 -0.9283
H 8.3455 0.5573 -1.0794
C -5.7391 2.9218 0.5072
C -4.3558 3.3614 0.8833
C -3.6659 4.0312 -0.2881
N -2.5032 4.9729 0.1087
C -2.9743 6.2627 0.6560
C -1.4445 4.4279 1.1426
C -0.0574 4.3396 0.5776
C -0.1458 5.3229 -0.5874
C -1.5200 5.1450 -1.1391
H -6.2327 2.4360 1.3490
H -5.5306 2.1736 -0.2576
H -6.2890 3.7702 0.0999
H -3.7299 2.5129 1.1596
H -4.4192 4.0187 1.7505
H -4.3874 4.6138 -0.8609
H -3.2747 3.2748 -0.9685
H -3.5074 6.1642 1.6016
H -3.4993 6.7554 -0.1624
H -2.1235 6.8877 0.9274
H -1.5891 4.9547 2.0858
H -1.7830 3.4030 1.2944
H 0.6876 4.6559 1.3077
H 0.2635 3.3307 0.3185
H 0.0301 6.3525 -0.2761
H 0.6228 5.3662 -1.3591
H -1.8618 6.0731 -1.5974
H -1.6681 4.3326 -1.8505
C -4.4059 -0.1908 2.4415
C -2.9556 0.0013 2.8478
C -2.6720 0.8079 4.1168
N -1.2566 0.6862 4.7528
C -0.2765 1.0213 3.6608
C -0.9186 -0.7174 5.3715
C -0.7953 -0.4812 6.8638
C -0.2181 0.9448 7.0034
C -1.1339 1.6911 6.0136
H -5.0406 0.6669 2.6644
H -4.7488 -1.0807 2.9693
H -4.3969 -0.4049 1.3728
H -2.4830 0.4448 1.9714
H -2.4388 -0.9579 2.8189
H -3.3854 0.5781 4.9082
H -2.6956 1.8826 3.9360
H 0.6945 1.1909 4.1260
H -0.5382 1.9957 3.2484
H -0.3312 0.1937 2.9536
H 0.0609 -0.9946 4.9816
H -1.6824 -1.4563 5.1292
H -0.2039 -1.2402 7.3760
H -1.7857 -0.6934 7.2665
H 0.8288 1.1039 6.7450
H -0.3975 1.3661 7.9925
H -0.6278 2.5917 5.6659
H -2.1251 1.8930 6.4195
N 3.9181 1.7945 4.2170
S 4.3518 0.7878 5.2963
O 5.6291 0.0325 5.1127
O 3.2399 0.1138 6.0187
F 4.9492 1.8619 6.3250
S 3.7499 0.5854 3.0580
O 2.8482 -0.5781 3.3194
O 4.8533 0.5741 2.0930
F 2.7391 1.5221 2.3658
N -0.4384 -1.0038 -0.0216
S -1.1477 -0.0433 -0.9439
O -1.2285 -0.4398 -2.3705
O -1.0732 1.3736 -0.5429
F -2.7051 -0.4236 -0.5230
S 1.1018 -0.7327 -0.6397
O 1.5128 0.6225 -0.9889
O 1.4666 -1.8622 -1.4822
F 1.9390 -1.0911 0.7465
N -3.0587 3.2684 -3.6320
S -4.2149 2.3122 -3.6170
O -4.4162 1.5103 -4.8660
O -5.3333 2.6327 -2.7656
F -3.4704 1.1965 -2.6188
S -3.9480 4.5555 -4.0954
O -4.2597 5.5682 -3.0460
O -4.7889 4.4589 -5.2120
F -2.7716 5.3048 -4.8421
C 2.5543 -3.3762 -4.2054
C 3.3790 -2.2993 -4.9186
O 3.6739 -1.2591 -4.3171
O 3.6154 -2.3840 -6.1688
H 2.8203 -4.3471 -4.6235
H 1.4664 -3.3180 -4.2423
H 2.5028 -3.3565 -3.1168
```

***

[2]
Density functional theory data (ωB97M-V with the def2-TZVPD basis set) for a 5-piece molecular cluster, C38H80BrN2O5PS overall at a distorted geometry.

SMILES string: C#CCN(C[C@@H](C)Br)[C@@](COCN=C=S)(OCCOCC)P(O)O.CCCCCC.CCCCCC.CCCCCC.CCCCCC
Charge: 0
HOMO-LUMO gap in eV: 7.423
Energy relative to the best compared isomer or geometry (same formula, charge and spin) in kJ/mol: 696.33

```
128
C38H80BrN2O5PS, DFT ωB97M-V with the def2-TZVPD basis set
C -7.1285 6.4357 1.1607
C -6.8180 5.2123 0.4998
C -6.4393 3.8673 -0.4194
N -6.0915 2.6964 0.4664
C -4.6439 2.8194 0.8757
C -4.5267 2.6431 2.5163
C -3.8684 1.2234 3.0002
Br -3.2416 4.1059 3.1246
C -6.4390 1.3568 -0.1353
C -6.1933 1.2578 -1.7709
O -7.4941 1.4708 -2.4607
C -7.3033 1.9810 -3.8274
N -6.4229 1.0113 -4.6243
C -5.5954 1.8504 -5.3752
S -4.2798 2.9036 -5.7827
O -5.6669 0.2829 0.5053
C -6.2846 -1.0398 0.3511
C -5.0174 -2.1324 0.3792
O -4.6259 -2.5467 -0.9909
C -3.2899 -3.1748 -1.0038
C -2.5339 -2.5797 -2.3718
P -8.2927 1.0262 0.3602
O -8.2664 1.0957 2.1271
O -9.3257 2.3392 -0.1196
H -7.1948 7.3111 1.9692
H -7.3552 3.7103 -1.1294
H -5.5454 4.2262 -1.1241
H -4.3343 3.9527 0.6637
H -3.8880 2.1685 0.2651
H -5.5569 2.9096 3.0016
H -4.7521 0.4209 2.9944
H -3.0326 0.7947 2.2985
H -3.5110 1.2603 4.1381
H -5.8364 0.1725 -2.1183
H -5.3396 1.9886 -2.1579
H -8.3499 1.9754 -4.3680
H -6.8148 3.0427 -3.8903
H -6.9640 -1.3671 1.2763
H -6.8199 -1.2277 -0.6751
H -5.4609 -3.1139 0.8947
H -4.1237 -1.7748 1.0463
H -2.6441 -2.9724 -0.0472
H -3.3690 -4.3531 -1.1701
H -1.5643 -1.9592 -2.1144
H -2.3114 -3.4330 -3.1651
H -3.2849 -1.8349 -2.9228
H -8.5324 0.2123 2.5188
H -9.4260 2.9031 0.7185
C -4.2241 -4.8533 -8.5058
C -4.4859 -4.8478 -7.0074
C -5.9102 -4.4195 -6.6460
C -6.2867 -2.9906 -7.0542
C -5.3853 -1.8908 -6.4873
C -5.4126 -1.8179 -4.9685
H -4.3257 -3.8538 -8.9383
H -3.2047 -5.2001 -8.7077
H -4.9176 -5.5262 -9.0199
H -3.7527 -4.2068 -6.5086
H -4.3195 -5.8606 -6.6216
H -6.0488 -4.5383 -5.5650
H -6.6199 -5.1115 -7.1166
H -7.3204 -2.8014 -6.7378
H -6.2897 -2.9127 -8.1478
H -5.7205 -0.9267 -6.8879
H -4.3540 -2.0233 -6.8314
H -6.4295 -1.6396 -4.6050
H -4.7812 -0.9934 -4.6204
H -5.0372 -2.7383 -4.5119
C 0.1396 0.4640 1.2246
C 0.2230 -0.2995 2.5375
C 0.0207 0.5904 3.7662
C 1.0697 1.6922 3.9554
C 2.5178 1.2051 4.0520
C 2.7673 0.3028 5.2505
H 0.9258 1.2203 1.1452
H 0.2561 -0.2254 0.3811
H -0.8308 0.9602 1.1235
H 1.1807 -0.8255 2.5965
H -0.5524 -1.0748 2.5388
H -0.0059 -0.0449 4.6592
H -0.9683 1.0619 3.7048
H 0.8218 2.2532 4.8655
H 0.9957 2.4114 3.1313
H 3.1734 2.0803 4.1330
H 2.8113 0.6867 3.1329
H 2.5233 0.8187 6.1844
H 3.8233 0.0150 5.2908
H 2.1754 -0.6155 5.1964
C 9.5921 -1.8301 3.9752
C 9.4830 -0.3130 3.9648
C 9.5692 0.3070 5.3615
C 8.4507 -0.0999 6.3277
C 7.0295 0.2029 5.8457
C 6.7688 1.6878 5.6459
H 8.7695 -2.2916 4.5290
H 9.5598 -2.2160 2.9503
H 10.5368 -2.1496 4.4265
H 8.5550 -0.0147 3.4676
H 10.3001 0.0903 3.3549
H 9.5846 1.3986 5.2606
H 10.5316 0.0346 5.8127
H 8.6178 0.4103 7.2849
H 8.5271 -1.1721 6.5430
H 6.3218 -0.1772 6.5921
H 6.8150 -0.3372 4.9174
H 6.9333 2.2411 6.5758
H 5.7302 1.8487 5.3376
H 7.4140 2.1117 4.8710
C 8.6425 2.2478 0.5642
C 7.8422 1.4156 -0.4260
C 8.0967 -0.0879 -0.2939
C 9.5366 -0.5343 -0.5723
C 10.0810 -0.1591 -1.9531
C 9.3098 -0.8018 -3.0954
H 9.7195 2.1393 0.4071
H 8.3957 3.3090 0.4488
H 8.4109 1.9574 1.5938
H 8.0530 1.7537 -1.4451
H 6.7754 1.6034 -0.2559
H 7.4137 -0.6199 -0.9664
H 7.8263 -0.4065 0.7207
H 9.5902 -1.6239 -0.4530
H 10.2020 -0.1166 0.1924
H 11.1267 -0.4834 -2.0135
H 10.0899 0.9286 -2.0804
H 9.3273 -1.8930 -3.0124
H 9.7631 -0.5298 -4.0547
H 8.2670 -0.4721 -3.1163
```

***

[3]
Density functional theory data (ωB97M-V with the def2-TZVPD basis set) for a 4-piece molecular cluster, C38H81N3O5 overall at a distorted geometry.

SMILES string: C=C[C@@]1(COC)OC(=O)O[C@H]1CCCCCCCCCCCCOC.CCN(CC)CC.CCN(CC)CC.CCN(CC)CC
Charge: 0
HOMO-LUMO gap in eV: 7.456

```
127
C38H81N3O5, DFT ωB97M-V with the def2-TZVPD basis set
C 5.3058 -0.7417 3.0304
C 4.1772 -0.0804 2.2665
C 4.0123 -0.2294 0.6334
C 5.4488 -0.1657 -0.1786
O 5.6023 -1.1913 -1.2237
C 6.5193 -2.2720 -0.8108
O 3.6460 -1.6808 0.5227
C 2.1972 -1.7409 0.7988
O 1.6543 -2.7542 1.4788
O 1.5820 -0.5644 0.1647
C 2.6821 0.3721 -0.1120
C 2.1713 1.8977 0.2018
C 0.7457 1.9988 1.0125
C -0.5917 1.8131 0.0619
C -1.8232 2.8397 0.4245
C -2.9906 2.1959 1.3882
C -4.2728 1.5566 0.5398
C -5.5483 1.3795 1.6071
C -7.0188 1.6110 0.8465
C -8.1259 0.6116 1.5355
C -9.6855 0.9264 1.1235
C -10.2825 -0.1203 -0.0315
C -11.8885 -0.4805 0.2662
O -11.9750 -1.8179 0.8820
C -13.0177 -2.6500 0.2541
H 5.9341 -0.1909 3.8693
H 5.6536 -1.8469 2.7607
H 3.4322 0.5716 2.9103
H 6.3962 -0.2380 0.5130
H 5.5109 0.8964 -0.7100
H 7.6407 -2.1053 -1.1239
H 6.4552 -2.5274 0.3343
H 6.1493 -3.2484 -1.3887
H 3.0242 0.4157 -1.2333
H 3.0521 2.4852 0.7308
H 2.0251 2.4213 -0.8613
H 0.7201 1.2899 1.9547
H 0.6843 3.1145 1.4328
H -0.2576 2.0438 -1.0509
H -0.9538 0.6832 0.0552
H -1.4005 3.7994 0.9768
H -2.3171 3.1580 -0.5875
H -3.4548 3.1125 1.9946
H -2.5868 1.4517 2.2057
H -3.9823 0.4989 0.0791
H -4.6445 2.2595 -0.3306
H -5.5094 0.3584 2.1780
H -5.4249 2.2509 2.4018
H -6.8604 1.3067 -0.2875
H -7.2712 2.7512 0.9231
H -7.9492 -0.5407 1.2943
H -8.0308 0.6978 2.7153
H -9.8614 2.0545 0.8073
H -10.3401 0.7045 2.0947
H -10.2054 0.3063 -1.1205
H -9.6787 -1.1257 0.0767
H -12.4156 -0.3996 -0.7851
H -12.4038 0.3228 0.9685
H -12.5789 -3.5465 -0.3946
H -13.8219 -2.0139 -0.3248
H -13.6084 -3.1835 1.1433
C -1.5644 -7.5372 0.5260
C -0.5491 -7.9634 -0.5317
N -0.2208 -6.9020 -1.4888
C 0.4882 -7.3881 -2.6752
C 1.8705 -7.9973 -2.4703
C 0.2839 -5.6500 -0.9247
C 1.5271 -5.7203 -0.0438
H -2.4666 -7.1236 0.0635
H -1.8628 -8.4049 1.1244
H -1.1499 -6.7937 1.2114
H -0.9937 -8.8067 -1.0758
H 0.3462 -8.3509 -0.0332
H 0.5661 -6.5764 -3.4103
H -0.1433 -8.1424 -3.1622
H 2.6186 -7.2362 -2.2410
H 2.1937 -8.4921 -3.3933
H 1.8799 -8.7512 -1.6776
H -0.5198 -5.1908 -0.3368
H 0.4665 -4.9312 -1.7333
H 1.4632 -6.5088 0.7118
H 1.6504 -4.7716 0.4906
H 2.4345 -5.8713 -0.6324
C 3.2314 3.0149 -6.9305
C 4.2143 2.4148 -5.9280
N 3.7045 1.2159 -5.2548
C 4.4908 0.8299 -4.0804
C 5.9387 0.4109 -4.3080
C 3.2842 0.1130 -6.1192
C 4.3086 -0.4484 -7.1000
H 2.2577 3.2015 -6.4658
H 3.6156 3.9725 -7.2986
H 3.0870 2.3650 -7.7973
H 4.4100 3.1886 -5.1745
H 5.1676 2.2221 -6.4324
H 3.9713 0.0258 -3.5432
H 4.4912 1.6751 -3.3800
H 6.0069 -0.5746 -4.7725
H 6.4570 0.3442 -3.3446
H 6.4884 1.1295 -4.9231
H 2.4118 0.4430 -6.6958
H 2.9004 -0.7097 -5.5029
H 4.8244 0.3347 -7.6636
H 3.8024 -1.0900 -7.8299
H 5.0545 -1.0685 -6.5983
C -0.0098 5.1961 3.6780
C 1.1858 4.4474 4.2621
N 2.4472 5.1878 4.1585
C 3.6294 4.3610 4.4143
C 3.7850 3.7657 5.8090
C 2.4711 6.5208 4.7609
C 2.1213 6.6356 6.2411
H 0.1856 5.5097 2.6473
H -0.8882 4.5416 3.6679
H -0.2657 6.0786 4.2700
H 1.2777 3.5095 3.6992
H 0.9629 4.1691 5.2980
H 4.5336 4.9347 4.1729
H 3.6265 3.5332 3.6934
H 4.0616 4.5236 6.5444
H 4.5894 3.0214 5.8024
H 2.8770 3.2591 6.1492
H 1.7798 7.1621 4.2010
H 3.4537 6.9802 4.5956
H 1.2101 6.0891 6.5017
H 1.9496 7.6875 6.4956
H 2.9351 6.2851 6.8795
```

***

| no. | calculated total energy (Ha) |
| --- | --- |
| 1 | -6083.6785 |
| 2 | -5294.6818 |
| 3 | -2036.4114 |